22
Properties=species:S:1:pos:R:3:forces:R:3:lowdin_charge:R:1 method="wB97M-V/def2-TZVPD" orbital_gap_ev=8.65 total_charge=+1 de_lowest_kcal_mol=0.0 multiplicity=1 homo_ev=-13.02 lumo_ev=-4.37 energy_ev=-21935.5000
C 0.31150 -0.95481 0.94583 -0.921 0.804 0.116 -0.022
C -0.32832 -0.02041 1.72861 0.645 0.168 1.260 -0.063
C 0.33057 -0.93214 -0.44975 0.886 -1.623 -0.155 -0.234
C 2.24418 -2.45263 -0.33219 0.258 1.019 0.828 -0.716
N -0.67899 1.16494 1.28386 -0.367 1.783 -0.253 0.045
N 0.82616 2.79514 1.26173 0.477 -2.029 1.187 0.131
N -0.55583 -0.42780 -1.28890 3.352 -1.429 1.089 0.266
N -2.86514 1.12929 -1.44126 1.603 -0.050 1.499 0.054
N -0.33862 2.32471 0.95985 -1.786 -1.362 -0.444 -0.006
O 1.30478 -1.72410 -1.06815 -0.851 0.843 -0.141 0.153
F 2.96200 -3.16539 -1.12761 0.157 -0.335 -1.182 0.259
F 3.07877 -1.66073 0.36491 -0.494 0.250 -0.271 0.181
F 1.64131 -3.24072 0.52742 -0.340 -0.940 0.377 0.193
H 0.71388 -1.79909 1.44226 0.047 -0.352 0.317 0.106
H -0.58350 -0.28519 2.80078 0.332 0.508 -1.257 0.167
H -2.41685 2.01604 -1.33265 0.325 0.543 -0.410 0.032
H 1.14927 3.56167 0.75202 0.126 1.504 -0.789 0.106
H -2.90344 0.82148 -2.37177 -0.601 -0.024 -1.355 0.027
H -0.30977 -0.55836 -2.23046 -0.048 -0.046 -1.513 0.132
H -3.72274 1.21266 -0.97022 -1.435 -0.303 0.220 0.030
H -1.36612 0.06934 -1.03162 -1.906 1.154 0.541 0.037
H 1.50689 2.12611 1.57731 0.541 -0.084 0.335 0.124

***

19
Properties=species:S:1:pos:R:3:forces:R:3:lowdin_charge:R:1 method="wB97M-V/def2-TZVPD" orbital_gap_ev=10.28 total_charge=0 de_lowest_kcal_mol=0.0 multiplicity=1 homo_ev=-10.07 lumo_ev=0.21 energy_ev=-24422.2689
C -1.69175 0.35608 1.89618 -0.316 1.805 0.610 -0.135
Si -0.12258 0.92621 1.14922 0.161 -2.305 -1.464 0.312
O 1.02686 0.78937 2.32255 0.556 0.966 -0.188 -0.115
O -0.07762 2.24199 0.15850 -0.120 -0.980 0.159 -0.081
C 0.01017 -0.46491 -0.09863 0.258 -0.686 0.625 -0.245
C 0.96102 -0.40631 -1.25968 1.186 0.573 -0.823 -0.139
C 0.61962 -1.48235 -2.31649 0.028 2.467 1.334 -0.629
F 0.15150 -2.57505 -1.69536 0.246 -0.465 -0.930 0.131
F -0.36409 -0.92983 -3.05993 -0.418 -0.837 -0.473 0.115
F 1.62506 -1.77264 -3.14975 -0.140 -0.529 0.187 0.138
H -1.60900 0.51342 2.94410 -0.096 -0.197 1.219 0.024
H -2.42496 1.07921 1.60586 -0.799 0.684 -0.288 0.030
H -2.16497 -0.57496 1.68812 0.375 -0.942 -0.305 0.041
H 1.90347 1.11986 2.06652 -0.342 -0.230 0.271 0.068
H 0.05801 3.14825 0.35108 0.081 1.105 0.518 0.045
H -1.03300 -0.66169 -0.35288 -0.052 0.453 -0.782 0.083
H 0.18876 -1.40652 0.44023 0.297 0.289 0.355 0.096
H 2.03229 -0.50255 -0.94461 -0.874 -0.212 -0.112 0.135
H 0.91121 0.60241 -1.74504 -0.032 -0.959 0.089 0.125

***

16
Properties=species:S:1:pos:R:3:forces:R:3:lowdin_charge:R:1 method="wB97M-V/def2-TZVPD" orbital_gap_ev=9.77 total_charge=0 de_lowest_kcal_mol=101.2 multiplicity=1 homo_ev=-8.95 lumo_ev=0.82 energy_ev=-9987.3756
C -1.10025 -0.23478 0.44292 -3.484 -2.340 -0.668 -0.368
C -0.25414 -1.36609 -0.30695 -0.272 -1.781 1.089 -0.070
C 0.90684 -0.63352 0.40836 1.363 -0.803 -1.300 -0.420
C 0.04077 0.59257 0.63839 5.065 3.401 -0.323 -0.273
H -2.64539 -0.62992 -0.86632 0.418 1.072 -0.528 0.059
H -1.92195 1.17378 -0.71469 -2.363 -3.968 0.176 0.164
H -1.12768 -0.38996 1.63294 -1.181 -0.971 -2.296 0.195
H -0.12740 -1.31398 -1.45788 -0.725 0.235 1.931 0.132
H -0.49207 -2.50097 0.02993 0.654 2.642 -0.911 0.140
H 1.10639 -1.03440 1.33640 0.477 -1.285 2.061 0.111
H 1.47704 0.33379 -1.04673 3.707 -1.352 1.850 0.153
H 2.64649 -0.88840 -0.83674 -0.209 -1.097 0.222 0.054
H 0.38330 1.14627 1.50499 -1.252 -0.199 0.805 0.155
N -2.32916 0.16203 -0.30854 2.739 3.896 1.576 0.021
N 2.12951 -0.24971 -0.26050 -3.064 3.035 -3.158 0.042
F 0.50439 1.61871 -0.29944 -1.873 -0.487 -0.525 -0.094

***

16
Properties=species:S:1:pos:R:3:forces:R:3:lowdin_charge:R:1 method="wB97M-V/def2-TZVPD" orbital_gap_ev=9.49 total_charge=0 de_lowest_kcal_mol=83.6 multiplicity=1 homo_ev=-8.82 lumo_ev=0.67 energy_ev=-9988.1387
C -2.49671 -0.25244 0.40155 -3.977 0.896 2.917 -0.103
C -1.10408 0.16901 -0.02094 -6.394 4.003 -2.457 -0.673
C 1.03628 -0.93592 -0.57538 -2.854 -2.506 -1.142 -0.112
C 2.05650 -0.28343 0.29222 1.092 -0.773 -4.610 -0.259
H -3.16682 0.57378 -0.02605 0.745 -1.213 0.988 0.061
H -3.14112 -1.31545 0.09660 2.688 2.710 0.910 0.130
H -2.49498 -0.08161 1.73670 -0.324 -0.812 -4.149 0.156
H -0.04405 1.56146 -0.69538 -0.913 0.108 -0.444 0.030
H -0.93427 -1.76229 -0.08947 1.671 2.221 0.727 0.166
H 0.87237 -0.42177 -1.55213 0.857 -0.533 0.316 0.123
H 1.15881 -2.14076 -0.70080 0.252 3.150 0.136 0.171
H 3.09242 -0.50548 -0.04066 -0.500 0.512 0.044 0.140
H 1.89174 -0.62944 1.17928 -0.367 -2.527 5.616 0.061
N -1.05982 1.34248 -0.59369 2.263 -0.650 1.551 0.108
N -0.37083 -0.84499 0.03338 5.556 -7.477 -0.163 -0.006
F 1.75874 1.00621 0.38103 0.204 2.890 -0.238 0.005

***

17
Properties=species:S:1:pos:R:3:forces:R:3:lowdin_charge:R:1 method="wB97M-V/def2-TZVPD" orbital_gap_ev=11.07 total_charge=+1 de_lowest_kcal_mol=0.0 multiplicity=1 homo_ev=-14.18 lumo_ev=-3.11 energy_ev=-11474.9058
C 1.01792 -2.25913 1.12355 0.057 -0.285 0.048 -0.004
C 0.87751 -1.03392 1.55517 0.391 3.595 -2.646 -0.027
C 1.20168 0.37658 0.46945 -0.077 -3.575 2.664 -0.244
F 1.72164 -0.12152 -0.68538 0.076 0.006 -0.312 0.019
N 0.04649 1.17233 0.18656 0.082 0.411 0.028 0.136
C -0.87852 0.87107 -0.73259 -0.072 -0.164 0.065 -0.405
N -1.76621 1.79792 -1.08434 -0.139 0.105 -0.001 0.218
N -0.92762 -0.33538 -1.27635 -0.040 0.030 -0.077 0.246
H 0.82652 -3.08680 1.78513 -0.044 -0.186 0.134 0.071
H 1.35484 -2.50703 0.13124 0.118 0.055 -0.242 0.065
H 0.56626 -0.70201 2.52496 -0.111 -0.053 0.373 0.080
H 1.96971 0.96269 0.97051 -0.267 0.204 -0.028 0.149
H 0.05450 2.11464 0.55225 -0.019 -0.097 -0.132 0.168
H -2.48573 1.60063 -1.75967 0.011 -0.023 0.035 0.137
H -1.77375 2.71423 -0.66664 0.041 -0.079 -0.014 0.137
H -1.59504 -0.54603 -1.99950 -0.014 0.019 0.029 0.144
H -0.21019 -1.01827 -1.09435 0.007 0.038 0.074 0.110

***

16
Properties=species:S:1:pos:R:3:forces:R:3:lowdin_charge:R:1 method="wB97M-V/def2-TZVPD" orbital_gap_ev=10.79 total_charge=+1 de_lowest_kcal_mol=71.6 multiplicity=1 homo_ev=-15.07 lumo_ev=-4.28 energy_ev=-10538.7810
C 1.88848 0.46565 0.46284 0.419 -0.801 -0.727 0.122
C 1.43750 0.73528 -0.74796 0.025 -1.884 0.581 -0.030
C -2.06746 0.84156 1.09563 -3.666 2.076 -0.368 -0.142
C 0.34563 -0.14779 -1.02687 -1.533 2.018 -2.312 -0.442
N 0.41745 -1.64616 -0.80591 -0.128 -0.150 -1.532 0.272
O -0.64436 0.38358 -1.46914 0.516 -2.466 0.159 0.129
F -1.26554 -0.25464 1.18719 1.353 -0.663 -0.007 -0.139
H 2.37034 1.12653 1.07382 1.540 1.668 1.365 0.065
H 1.83298 -0.54608 0.86001 -0.392 0.356 0.233 0.084
H 1.41845 1.48970 -1.49540 0.562 1.363 0.406 0.136
H -3.21016 0.35645 1.25465 2.848 1.707 -1.293 0.138
H -2.00757 1.50637 2.02714 0.590 -0.902 -1.395 0.082
H -0.49872 -1.92531 -1.25769 0.720 -0.342 1.542 0.207
H 0.62458 -1.80178 0.20451 -0.980 -0.535 -0.833 0.164
H 1.16784 -2.10417 -1.40304 -0.732 0.811 0.935 0.210
H -1.80942 1.52080 0.04021 -1.142 -2.260 3.247 0.144

***

15
Properties=species:S:1:pos:R:3:forces:R:3:lowdin_charge:R:1 method="wB97M-V/def2-TZVPD" orbital_gap_ev=11.49 total_charge=0 de_lowest_kcal_mol=19.0 multiplicity=1 homo_ev=-10.46 lumo_ev=1.03 energy_ev=-9057.8325
C -0.43181 -1.59069 1.18680 0.586 -1.695 -1.916 -0.108
C -0.87018 -0.41869 0.31726 -0.041 0.724 0.959 -0.184
C 0.34646 0.56681 0.16614 -2.842 -1.029 1.195 -0.374
F 1.47492 -0.15062 0.28531 2.603 -0.812 0.354 -0.008
C 0.28130 1.03396 -1.19236 1.046 -0.452 -1.860 -0.282
O 1.05002 2.16596 -1.39795 -0.351 0.717 -0.935 0.005
H -1.15665 -2.42809 1.07089 0.671 0.367 0.103 0.081
H -0.36263 -1.37256 2.22969 -0.038 0.499 0.675 0.060
H 0.61317 -1.89098 0.84534 -1.644 -0.204 0.577 0.093
H -1.31706 -0.63614 -0.68642 0.727 -0.418 0.807 0.119
H -1.68967 0.05499 0.86325 0.058 0.436 -0.170 0.107
H 0.39766 1.34941 0.94291 -0.338 -0.128 -0.450 0.169
H 0.40616 0.15900 -1.91827 0.771 0.869 0.848 0.167
H -0.65824 1.29711 -1.45769 -3.329 1.144 -0.365 0.091
H 1.91656 1.86053 -1.25492 2.121 -0.019 0.178 0.065

***

16
Properties=species:S:1:pos:R:3:forces:R:3:lowdin_charge:R:1 method="wB97M-V/def2-TZVPD" orbital_gap_ev=9.07 total_charge=0 de_lowest_kcal_mol=72.5 multiplicity=1 homo_ev=-9.74 lumo_ev=-0.67 energy_ev=-19890.1521
C 1.52366 -1.58085 -1.79995 -0.305 2.540 -2.830 -0.260
C -2.46375 -2.52716 2.72372 0.615 -2.199 -0.901 -0.031
C -0.05776 -2.42557 1.70078 -1.353 1.728 -0.282 0.068
C -1.22959 -1.96353 2.11562 0.077 2.733 0.532 -0.388
O 0.49362 0.72016 -2.24036 1.287 -0.844 -1.162 -0.578
F -1.36331 -0.59721 2.21197 0.371 0.122 -0.445 -0.003
S 1.41726 -0.29741 -2.85198 -1.102 -0.864 3.009 0.852
H 0.84108 -1.56912 -1.02954 -1.253 0.417 1.951 -0.031
H 1.82140 -2.53378 -2.07523 1.335 -1.439 -0.804 -0.007
H -3.41373 -1.94704 2.67661 1.108 -0.324 -0.362 0.101
H -2.19404 -2.73542 3.74849 -0.331 -0.027 0.520 0.078
H -2.49815 -3.51887 2.20398 -0.881 0.535 0.690 0.095
H 0.70431 -1.82097 1.23196 -0.064 0.259 0.468 0.061
H 1.93100 1.35293 -5.52880 0.005 0.039 -0.026 0.045
H 0.02567 -3.43717 1.65635 0.471 -2.828 -0.175 0.028
H 1.85772 1.28059 -4.79474 0.020 0.154 -0.182 -0.030

***

17
Properties=species:S:1:pos:R:3:forces:R:3:lowdin_charge:R:1 method="wB97M-V/def2-TZVPD" orbital_gap_ev="7.43 / 7.43" total_charge=+1 de_lowest_kcal_mol=76.3 multiplicity=1 homo_ev="-11.63 / -11.63" lumo_ev="-4.20 / -4.20" energy_ev=-23464.7462
C 0.39046 -0.97954 1.13821 -1.238 -0.466 -3.990 -0.039
C 1.89578 0.17269 -0.49696 -0.554 2.940 -1.811 0.064
C -0.97895 -0.85689 0.29347 3.314 0.729 -0.402 -0.147
C -0.48857 1.13934 -1.05399 -0.113 0.633 0.652 -1.189
N 1.46081 -0.87392 0.07025 -0.293 -3.245 0.972 -0.009
N -1.19606 0.59327 0.28824 -0.861 0.833 -1.195 -0.207
I -1.76339 0.82534 -2.77395 0.250 0.121 0.709 0.716
I -0.30954 3.24227 -0.42385 -0.006 -0.166 -0.513 0.729
H 0.35112 -0.23493 1.89645 0.786 0.295 0.687 0.123
H 0.32207 -1.98690 1.43036 0.855 -1.091 1.136 0.110
H 2.31504 0.26564 -1.55304 -0.281 -0.906 1.676 0.157
H 1.87334 1.13500 0.02627 -0.041 -0.425 0.034 0.068
H -0.86961 -1.28171 -0.77351 -0.301 0.915 1.696 0.128
H -1.72156 -1.34749 0.81886 -1.637 -0.986 0.956 0.102
H 1.55763 -1.80345 -0.41452 -0.035 1.470 0.453 0.195
H -2.17350 0.83985 0.54613 0.260 0.083 -0.934 0.159
H -0.66506 1.15141 0.98158 -0.105 -0.733 -0.127 0.039

***

16
Properties=species:S:1:pos:R:3:forces:R:3:lowdin_charge:R:1 method="wB97M-V/def2-TZVPD" orbital_gap_ev=8.88 total_charge=+1 de_lowest_kcal_mol=44.4 multiplicity=1 homo_ev=-13.73 lumo_ev=-4.85 energy_ev=-15923.0172
C -1.37784 1.56892 1.18817 0.504 -2.364 1.883 0.073
C 1.15600 -0.48440 -2.07257 0.095 -0.275 -0.047 -0.097
C 1.26083 -0.43684 -0.56872 1.027 -3.037 -0.206 -0.315
C 0.10251 -1.07184 0.12888 -0.849 0.886 0.971 -0.654
N -0.73418 -0.34105 0.80564 1.147 0.236 -0.387 0.099
O -2.01790 1.20053 2.27670 -1.536 -0.208 -2.245 0.082
I 0.04781 -3.22875 -0.17892 -0.313 1.350 0.606 0.942
H -1.85387 1.61269 0.26139 -1.237 -0.211 -1.054 0.108
H 0.88357 -1.47108 -2.43762 -0.419 0.065 -0.022 0.044
H 2.12331 -0.31177 -2.51055 0.339 0.466 -0.185 0.085
H 0.45396 0.29049 -2.35182 -0.164 -0.085 -0.602 0.085
H 1.49874 0.50165 -0.25468 -0.315 3.077 1.031 0.076
H 2.19599 -0.93575 -0.20652 -0.836 -0.420 -0.388 0.136
H -1.75183 1.55836 3.10449 0.979 0.645 1.085 0.133
H -0.57773 2.21891 1.32582 1.669 0.857 0.097 0.108
H -1.40937 -0.67006 1.49030 -0.090 -0.984 -0.539 0.096

***

14
Properties=species:S:1:pos:R:3:forces:R:3:lowdin_charge:R:1 method="wB97M-V/def2-TZVPD" orbital_gap_ev="1.59 / 6.89" total_charge=-1 de_lowest_kcal_mol=40.4 multiplicity=2 homo_ev="1.68 / -3.70" lumo_ev="3.28 / 3.19" s2=0.75 energy_ev=-5780.4378
C 0.36642 4.61555 2.96264 -1.637 2.203 -1.660 -0.479
N 1.22860 3.76651 3.40163 2.173 -2.295 1.339 -0.207
H -0.46652 4.97201 3.55673 -0.111 -0.052 0.213 -0.055
H 0.58641 5.19937 2.06187 -0.336 0.237 -0.030 -0.043
H 1.99563 3.69479 2.73229 -0.094 -0.093 0.136 -0.060
C -0.30322 -2.61421 -0.49752 -0.812 0.803 -0.957 -0.150
C -0.73437 -2.78752 -1.94679 0.024 0.062 1.156 -0.284
C -0.29773 -2.06600 -2.96246 -0.449 -0.317 0.009 -0.068
H -1.13275 -2.90812 0.14796 0.481 -0.541 0.259 0.056
H 0.64099 -3.14473 -0.40639 -0.149 -0.303 0.653 0.064
H -0.14157 -1.56843 -0.24998 0.302 0.185 -0.119 0.065
H -1.43971 -3.60152 -2.06545 0.267 -0.300 -0.484 0.075
H -0.52632 -2.41881 -3.95867 -0.076 0.506 -0.241 0.035
H 0.22413 -1.13888 -2.77587 0.416 -0.095 -0.274 0.051

***

14
Properties=species:S:1:pos:R:3:forces:R:3:lowdin_charge:R:1 method="wB97M-V/def2-TZVPD" orbital_gap_ev=6.12 total_charge=0 de_lowest_kcal_mol=155.1 multiplicity=1 homo_ev=-7.95 lumo_ev=-1.83 energy_ev=-5777.0856
C -1.67914 -0.14074 -0.30439 -2.084 2.702 2.091 -0.072
N 2.09626 1.02934 0.11300 -4.695 -1.208 -0.447 0.045
C 0.89991 0.31214 -0.28922 3.264 1.980 -0.556 -0.425
C -0.77467 0.65745 0.44465 0.786 3.511 1.196 -0.228
C 0.76851 -1.27146 -0.25036 -0.298 1.946 -0.414 -0.035
H -0.63701 1.85140 0.38788 -0.616 -2.856 -0.710 0.148
H -2.31417 0.22935 -1.16211 1.637 -0.275 0.463 0.089
H -2.38352 -0.56662 0.43180 0.748 -1.274 -0.667 0.074
H 2.07945 1.26371 1.13649 0.409 -1.465 -0.720 0.025
H 0.56742 0.64682 -1.29135 0.850 -0.351 -0.087 0.097
H -0.56165 0.45486 1.54154 -0.746 -0.403 -1.350 0.105
H 1.32841 -1.78680 -1.05918 0.078 0.396 0.948 0.087
H 0.95377 -1.51871 0.77664 0.048 -1.105 0.371 0.069
H -0.34357 -1.16073 -0.47539 0.619 -1.597 -0.117 0.020